[1]
ORCA calculation (wB97M-V/def2-TZVPD) on 2 unconnected molecules or ions with the total composition C2H6N2S3 at a distorted geometry.

Last column: Mulliken charge in e.
Positions of all 13 atoms, in Å:
C 1.20169 -2.59852 -1.72613  0.40
C 0.59110 1.17348 0.35798  -0.76
N 0.33414 -3.03883 -1.05775  -0.42
N -1.40107 -0.93586 -0.51003  -0.45
S 2.25656 -2.16953 -2.79998  -0.37
S -2.59374 0.05055 -1.35729  -0.19
S -0.58915 -0.28241 0.69231  0.20
H 1.56524 0.68774 0.65766  0.31
H 0.19060 1.85952 1.10194  0.30
H 0.39294 1.44547 -0.68115  0.28
H 0.32245 -1.23826 0.93978  0.17
H -0.56928 -2.67642 -0.85821  0.41
H -2.09231 -0.16430 -2.54867  0.12

Properties
electronic energy = -1383.7520 Eh
relative energy (zero: lowest compared OMol25 entry of this formula, charge and spin) = 2.770 eV
HOMO-LUMO gap = 8.52 eV
LUMO energy = 0.28 eV
HOMO = -8.24 eV
strongest force on any atom = 2.4 eV/A

---

[2]
ORCA calculation (wB97M-V/def2-TZVPD) on a single C2H6N2S3 molecule at a distorted geometry.

Last column: Mulliken charge in e.
Positions of all 13 atoms, in Å:
C -1.16154 -0.29694 -0.76093  -0.20
C 1.15946 0.02039 0.70226  -0.28
N -0.21672 1.15967 -0.70339  -0.48
N 0.50072 1.19392 0.44436  -0.18
S -0.26570 -1.37529 0.26175  -0.14
S -2.90606 0.02415 -0.23521  -0.20
S 2.55147 -0.38774 -0.45459  -0.19
H -1.30755 -0.47387 -1.75210  0.40
H 1.30482 -0.22068 1.80960  0.39
H 0.38898 1.13638 -1.48533  0.29
H 0.12841 1.48695 1.31900  0.28
H -2.72761 -0.53492 1.01891  0.14
H 2.55132 -1.73202 -0.16432  0.16

Properties
SMILES = S[C@H]1NN[C@H](S)S1
electronic energy = -1383.7818 Eh
relative energy (zero: lowest compared OMol25 entry of this formula, charge and spin) = 1.957 eV
HOMO-LUMO gap = 9.23 eV
LUMO energy = 0.53 eV
HOMO = -8.70 eV
strongest force on any atom = 4.6 eV/A

---

[3]
ORCA calculation (wB97M-V/def2-TZVPD) on a molecular structure, C2H6N2Si at a distorted geometry.

Last column: Mulliken charge in e.
Positions of all 11 atoms, in Å:
C 0.19202 0.86999 0.12279  -0.41
C -0.07542 -0.18788 -0.96776  -0.11
N 1.53337 0.28690 0.54717  -0.28
N 1.58700 -0.95357 -0.26768  -0.54
Si -1.26754 -0.26850 0.42792  0.35
H 0.07240 1.91734 -0.15512  0.30
H 0.17723 -0.12981 -2.09400  0.36
H 2.28947 0.91577 0.31799  0.26
H 1.44832 -1.73975 0.42684  0.26
H -1.42563 -1.45097 1.34870  -0.07
H -2.54455 0.22402 0.13854  -0.13

Properties
electronic energy = -478.5931 Eh
relative energy (zero: lowest compared OMol25 entry of this formula, charge and spin) = 5.228 eV
HOMO-LUMO gap = 8.78 eV
LUMO energy = 0.60 eV
HOMO = -8.18 eV
strongest force on any atom = 4.3 eV/A

---

[4]
ORCA calculation (wB97M-V/def2-TZVPD) on a molecular structure, C2H6N3 at a distorted geometry.

Last column: Mulliken charge in e.
Positions of all 11 atoms, in Å:
C -0.68520 -0.44908 -0.05536  0.27
C 0.67083 -0.02418 -0.17756  0.15
N -0.42027 0.05079 -1.20426  -0.22
N -1.79007 -0.86491 0.64910  -0.41
N 1.28881 1.05494 0.31023  -0.41
H 1.54447 -0.97567 -0.71099  0.29
H -0.85522 0.53793 -1.96368  0.27
H -1.55948 -1.07808 1.66139  0.31
H -2.68078 -0.55771 0.23496  0.29
H 0.96973 1.91946 0.59511  0.21
H 2.19922 1.23097 -0.05230  0.25

Properties
electronic energy = -243.7177 Eh
relative energy (zero: lowest compared OMol25 entry of this formula, charge and spin) = 3.191 eV
HOMO-LUMO gap = 10.87 eV
LUMO energy = -3.99 eV
charge = +1
HOMO = -14.86 eV
strongest force on any atom = 6.5 eV/A

---

[5]
ORCA calculation (wB97M-V/def2-TZVPD) on a gas-phase ion, C2H6N3 (charge +1) at a distorted geometry.

Last column: Mulliken spin population.
Positions of all 11 atoms, in Å:
C 1.44408 -0.59819 -0.24416  0.03
C 0.31774 0.36423 -0.24711  0.78
N 1.23642 0.54683 0.67491  0.23
N -1.93122 -0.26967 0.70335  0.95
N -1.33253 0.48910 -0.27577  0.04
H 1.38792 -1.57080 -0.04935  0.00
H 2.06622 -0.40377 -1.10302  -0.01
H 1.65043 0.89547 1.49217  -0.01
H -1.81565 -1.20523 0.45344  -0.01
H -1.69072 1.46775 -0.08262  0.00
H -1.33269 0.28428 -1.32185  0.00

Properties
electronic energy = -243.5277 Eh
spin multiplicity = 3
relative energy (zero: lowest compared OMol25 entry of this formula, charge and spin) = 4.575 eV
HOMO-LUMO gap (alpha / beta) = 8.90 / 9.04 eV
LUMO energy (alpha / beta) = -3.70 / -6.84 eV
charge = +1
HOMO (alpha / beta) = -12.60 / -15.88 eV
strongest force on any atom = 4.4 eV/A

---

[6]
ORCA calculation (wB97M-V/def2-TZVPD) on a gas-phase ion, C2H6N3O (charge +1) at a distorted geometry.

Last column: Mulliken charge in e.
Positions of all 12 atoms, in Å:
C -1.54867 0.62873 -0.31499  -0.15
C 0.28512 -0.22779 0.67994  0.01
N -1.64861 -0.72350 -0.22662  -0.06
N -0.66454 -1.23230 0.29089  -0.25
N 1.62645 -0.35177 -0.22091  -0.33
O -0.33272 0.98594 0.44087  -0.33
H -1.54222 0.94363 -1.48874  0.27
H -2.23300 1.36650 0.13999  0.29
H 0.55993 -0.22237 1.65745  0.50
H 1.27542 -0.51368 -1.13597  0.33
H 2.12484 -1.19958 0.08625  0.35
H 2.09800 0.54617 0.09182  0.38

Properties
SMILES = [NH3+][C@@H]1N=NCO1
electronic energy = -318.9623 Eh
relative energy (zero: lowest compared OMol25 entry of this formula, charge and spin) = 3.810 eV
HOMO-LUMO gap = 10.53 eV
LUMO energy = -4.71 eV
charge = +1
HOMO = -15.23 eV
strongest force on any atom = 5.5 eV/A

---

[7]
ORCA calculation (wB97M-V/def2-TZVPD) on a gas-phase ion, C2H6N3O (charge +1) at a distorted geometry.

Last column: Mulliken charge in e.
Positions of all 12 atoms, in Å:
C 1.29246 0.03281 -0.01235  0.48
C -1.04723 -0.98036 -0.04772  -0.19
N 2.50165 0.11092 0.04509  -0.47
N 0.31983 1.02609 -0.11194  -0.34
N -1.04085 0.59212 -0.00030  -0.04
O 0.38143 -1.18299 -0.01147  -0.37
H -1.45916 -1.34306 -0.99015  0.28
H -1.51469 -1.41138 0.83734  0.28
H 3.09071 -0.70804 0.05783  0.32
H 0.53845 1.97538 0.15645  0.28
H -1.48411 0.92181 0.87551  0.38
H -1.57850 0.96671 -0.79830  0.39

Properties
SMILES = [H]/N=C1/N[NH2+]CO1
electronic energy = -318.9740 Eh
relative energy (zero: lowest compared OMol25 entry of this formula, charge and spin) = 3.493 eV
HOMO-LUMO gap = 11.10 eV
LUMO energy = -4.04 eV
charge = +1
HOMO = -15.14 eV
strongest force on any atom = 4.6 eV/A

---

[8]
ORCA calculation (wB97M-V/def2-TZVPD) on 2 unconnected molecules or ions with the total composition C2H6N3O at a distorted geometry.

Last column: Mulliken charge in e.
Positions of all 12 atoms, in Å:
C -1.31252 0.49063 -0.67484  -0.21
C 0.43429 -0.35099 0.31636  0.19
N 0.05915 0.55100 -0.57087  0.00
N -1.79377 -0.33577 0.23611  0.00
N 1.58311 -0.98611 0.28765  -0.26
O -0.66979 -0.91236 0.83904  -0.21
H -1.77685 1.26826 -1.36154  0.37
H 1.47015 1.68485 0.87080  0.01
H 0.63142 1.16755 -1.17612  0.33
H -2.77031 -0.41238 0.47207  0.28
H 2.35427 -0.51559 -0.21797  0.29
H 1.79087 -1.64909 0.97931  0.23

Properties
electronic energy = -318.8257 Eh
relative energy (zero: lowest compared OMol25 entry of this formula, charge and spin) = 7.527 eV
HOMO-LUMO gap (alpha / beta) = 5.91 / 10.20 eV
LUMO energy (alpha / beta) = -4.92 / -3.85 eV
charge = +1
HOMO (alpha / beta) = -10.82 / -14.05 eV
strongest force on any atom = 4.6 eV/A

---

- relative energy (zero: lowest compared OMol25 entry of this formula, charge and spin) of number 4 (C2H6N3)?
  3.191 eV